A single CH5N3O molecule in a non-equilibrium geometry. Source: the OMol25 dataset; level of theory: ωB97M-V/def2-TZVPD.

```
10
CH5N3O ωB97M-V/def2-TZVPD
C -0.63 0.53 -0.07
H 2.37 0.00 -0.83
H 2.22 0.22 0.83
H 0.45 -1.24 0.37
H -1.70 -1.35 -0.14
H -2.60 0.17 0.16
N 1.77 0.44 -0.10
N 0.55 -0.20 -0.06
N -1.72 -0.32 -0.11
O -0.71 1.74 -0.04
```

The relative energy (zero: lowest compared OMol25 entry of this formula, charge and spin) is 0.4232 eV. Its total energy is -7635.214 eV. For the max |F|, the calculation gives 3.64 eV Å⁻¹. The SMILES is NNC(N)=O.